1 | A 2-piece molecular cluster, C4H11S overall, computed with the ωB97M-V functional and the def2-TZVPD basis.

```
16
Properties=species:S:1:pos:R:3
C 2.549 -0.533 0.466
S 2.846 1.134 -0.181
H 1.863 -1.146 -0.195
H 3.574 -0.947 0.741
H 2.025 -0.667 1.419
C -1.564 1.251 0.340
C -0.698 -0.036 0.172
C -1.093 -0.767 -1.093
H -1.314 2.108 -0.314
H -1.334 1.586 1.423
H -2.710 1.146 0.372
H -0.763 -0.539 1.139
H 0.295 0.287 -0.026
H -0.573 -1.708 -1.320
H -2.188 -0.976 -0.940
H -0.916 -0.192 -2.002
```

Its net charge is -1. The gap between HOMO and LUMO is 0.2234 hartree. As for the lowest unoccupied orbital energy: 3.92 eV.

Löwdin population analysis, charges in e, atoms 1 to 2:
1 C -0.798
2 S -0.020


2 | A 2-piece molecular cluster, C4H11S overall, computed with the ωB97M-V functional and the def2-TZVPD basis.

```
16
Properties=species:S:1:pos:R:3
C -1.125 2.791 1.068
S -1.911 1.201 1.821
H -0.228 3.063 1.660
H -1.758 3.734 1.304
H -0.881 2.822 -0.009
C 1.726 -0.737 -0.463
C 0.218 -0.717 -0.212
C -0.347 -2.057 -0.913
H 1.929 -0.399 -1.570
H 2.166 0.154 -0.005
H 2.048 -1.678 -0.032
H 0.041 -0.715 0.958
H -0.362 0.147 -0.437
H -1.347 -2.287 -0.711
H 0.129 -3.046 -0.473
H -0.297 -2.276 -1.986
```

Its net charge is -1. The gap between HOMO and LUMO is 0.2213 hartree. As for the lowest unoccupied orbital energy: 3.78 eV.

Löwdin population analysis, charges in e, atoms 1 to 2:
1 C -0.690
2 S -0.059


Most stable pick: 1. Distance to second place: 15.2 kcal/mol.